1.
C42H58BI2N6PS2Si4Sn | ωB97M-V/def2-TZVPD

The calculation puts the HOMO energy at -12.1790 eV. The calculation puts the LUMO energy at -4.7 eV. The calculation puts the gap between HOMO and LUMO at 0.274 hartree. As for the net charge: +2.

Atoms and positions in Å:
1 Sn -0.81522 -1.38024 1.91710
2 C -3.52914 -0.50017 6.24950
3 N -2.09444 -0.51353 6.22471
4 C -1.28944 0.29266 6.98204
5 C -0.03216 0.12218 6.50946
6 N -0.07450 -0.83847 5.56758
7 B 1.14180 -1.17025 4.62344
8 N 1.25284 -2.69800 4.54517
9 C 1.17597 -3.60474 5.60647
10 C 1.29733 -4.84626 5.10559
11 N 1.48441 -4.73224 3.75788
12 C 1.50946 -5.84554 2.89014
13 C 1.41891 -3.40710 3.35755
14 S 1.29688 -2.80119 1.75902
15 C -1.33565 -1.22696 5.33913
16 S -1.97366 -2.17340 4.07361
17 H -3.81386 0.14351 7.05085
18 H -3.90542 -1.47944 6.44619
19 H -3.92917 -0.15344 5.33449
20 H -1.73718 0.90121 7.72107
21 H 0.91895 0.50214 6.79182
22 H 2.06498 -0.53300 5.16235
23 H 0.89247 -0.67804 3.57609
24 H 1.09637 -3.38115 6.66654
25 H 1.29987 -5.77751 5.58333
26 H 1.27955 -5.56890 1.83413
27 H 0.86185 -6.58806 3.26745
28 H 2.52976 -6.26889 2.89676
29 I -0.43960 1.05528 -0.88072
30 C -1.49300 1.20290 -2.72095
31 C -2.35946 2.23902 -2.84173
32 C -2.76185 2.65359 -4.07329
33 C -2.19918 2.06510 -5.20533
34 C -1.26473 0.99135 -5.09973
35 C -0.68142 0.42940 -6.25139
36 C 0.27868 -0.53103 -6.17914
37 C 0.60900 -1.08649 -4.95769
38 C -0.03767 -0.65441 -3.78664
39 P 0.36784 -1.61712 -2.27199
40 C -0.09449 -3.38021 -2.57068
41 C 0.05185 -4.29471 -1.49851
42 C -0.06619 -5.67744 -1.72619
43 C -0.33859 -6.15191 -3.04500
44 C -0.66343 -5.19885 -4.00113
45 C -0.54347 -3.87968 -3.78852
46 C 2.19118 -1.59030 -2.48675
47 C 2.92373 -2.54121 -1.70497
48 C 4.26866 -2.36160 -1.57895
49 C 4.96177 -1.37223 -2.24181
50 C 4.27365 -0.46971 -2.97768
51 C 2.88158 -0.55907 -3.06845
52 C -0.95134 0.48583 -3.82261
53 H -2.85717 2.63029 -1.98022
54 H -3.53212 3.43927 -4.22735
55 H -2.42306 2.36638 -6.17596
56 H -0.82658 0.75295 -7.26631
57 H 0.68211 -0.88908 -7.08440
58 H 1.29944 -1.97088 -4.94251
59 H 0.12559 -3.98201 -0.50002
60 H -0.02014 -6.49246 -0.99185
61 H -0.25544 -7.22229 -3.34077
62 H -0.92523 -5.53782 -5.00439
63 H -0.56660 -3.21934 -4.62875
64 H 2.44123 -3.30596 -1.13525
65 H 4.79101 -3.05962 -1.00412
66 H 6.06885 -1.24825 -2.15322
67 H 4.78672 0.29642 -3.52721
68 H 2.39540 0.24190 -3.63777
69 I -4.09028 -5.64918 -1.73539
70 C -3.40546 -4.64647 -0.13941
71 C -3.30614 -5.10291 1.14844
72 N -2.57502 -4.21550 1.87608
73 N -2.24535 -3.17156 1.09460
74 C -2.73692 -3.41651 -0.11962
75 H -3.71423 -6.03365 1.55337
76 H -2.41549 -4.15938 2.84491
77 H -2.48588 -2.69001 -0.97751
78 C 0.37363 4.01054 -3.75430
79 Si -0.37358 4.88715 -2.23633
80 C 0.80100 6.27080 -1.91783
81 C -2.11568 5.54540 -2.43483
82 Si 0.10300 3.46658 -0.37314
83 Si -1.40498 3.91153 1.48754
84 C -0.30393 5.35220 2.08311
85 C -3.03925 4.73140 0.90584
86 C -2.02877 2.53431 2.63627
87 Si 2.32281 2.81096 0.31426
88 C 2.21173 1.13262 1.08472
89 C 3.00934 2.64866 -1.36302
90 C 3.23829 3.95273 1.52006
91 H 0.14613 4.57108 -4.67077
92 H 0.30064 2.91300 -3.84449
93 H 1.41050 4.20158 -3.55693
94 H 0.78651 6.98423 -2.79419
95 H 1.84745 5.91294 -1.90738
96 H 0.70001 6.71712 -0.92399
97 H -2.35049 5.71361 -3.55272
98 H -2.22441 6.49439 -1.91487
99 H -2.92534 4.86472 -2.13748
100 H 0.68254 4.90198 2.08401
101 H -0.50087 5.84014 3.04866
102 H -0.36182 6.14716 1.32162
103 H -2.96395 5.38038 0.02816
104 H -3.45535 5.28705 1.72177
105 H -3.67692 3.96193 0.57514
106 H -1.26607 1.79911 2.73012
107 H -2.87181 2.04539 2.11440
108 H -2.32997 2.99128 3.61077
109 H 2.42484 0.39218 0.31808
110 H 1.34739 0.88091 1.71212
111 H 3.00747 1.02140 1.78406
112 H 2.19370 2.07542 -1.87138
113 H 3.95036 2.15058 -1.41810
114 H 3.05663 3.64819 -1.84069
115 H 2.49978 4.17235 2.30390
116 H 3.56503 4.92502 1.11289
117 H 4.10005 3.48594 2.00999

***

2.
C42H60LaN5S | ωB97M-V/def2-TZVPD

The calculation puts the HOMO energy (alpha / beta) at -4.3486 / -4.4394 eV. The calculation puts the LUMO energy (alpha / beta) at -0.3 / -0.2 eV. The calculation puts the gap between HOMO and LUMO (alpha / beta) at 0.148 / 0.156 hartree. As for the net charge: 0.

Atoms and positions in Å:
1 La -0.51080 0.09516 -0.16239
2 C -5.12649 -2.61178 3.10728
3 C -3.83191 -3.29138 2.64553
4 C -3.97658 -4.81445 2.69410
5 C -2.65772 -2.80276 3.48168
6 C -2.68949 -3.13921 4.83106
7 C -1.74445 -2.67667 5.72204
8 C -0.78307 -1.79733 5.26365
9 C -0.71658 -1.41142 3.93120
10 C 0.34109 -0.38678 3.59340
11 C 1.42320 -0.96420 2.67922
12 C -0.28788 0.90526 3.07396
13 C -1.61703 -1.96405 2.99912
14 N -1.54513 -1.69350 1.59031
15 C -1.50360 -2.74819 0.84026
16 C -1.34972 -2.52862 -1.84190
17 N -0.94348 -1.36599 -2.22898
18 C -0.73002 -1.28269 -3.65745
19 C -1.82650 -1.47937 -4.52575
20 C -1.59887 -1.58360 -5.89414
21 C -0.33269 -1.45698 -6.42684
22 C 0.71834 -1.15660 -5.58137
23 C 0.54379 -1.04837 -4.20650
24 C 1.74671 -0.59113 -3.40974
25 C 2.18005 -1.55253 -2.30215
26 C 1.50085 0.83145 -2.90714
27 C -3.26981 -1.48160 -4.05584
28 C -3.97345 -2.81102 -4.34167
29 C -4.03200 -0.31332 -4.69386
30 H -5.93519 -2.85751 2.41638
31 H -5.00617 -1.52679 3.12142
32 H -5.41825 -2.93918 4.10719
33 H -3.69653 -3.00557 1.60902
34 H -4.12718 -5.16855 3.71593
35 H -3.09010 -5.30374 2.28848
36 H -4.83251 -5.12487 2.09321
37 H -3.48493 -3.77858 5.19295
38 H -1.76668 -2.97676 6.76179
39 H -0.06487 -1.38236 5.96146
40 H 0.82906 -0.12509 4.53569
41 H 1.02407 -1.18438 1.68285
42 H 1.80230 -1.90034 3.09147
43 H 2.25659 -0.27052 2.56661
44 H -0.77356 0.74913 2.10528
45 H 0.46751 1.68261 2.97405
46 H -1.05755 1.24985 3.76359
47 H -1.31223 -3.71077 1.32666
48 H -1.39580 -3.32453 -2.59137
49 H -2.43985 -1.75614 -6.55407
50 H -0.17065 -1.56082 -7.49212
51 H 1.70628 -0.99415 -5.99632
52 H 2.57720 -0.52997 -4.11707
53 H 1.46042 -1.57969 -1.48197
54 H 3.14602 -1.24965 -1.89172
55 H 2.27255 -2.56551 -2.69705
56 H 0.63309 0.86007 -2.24044
57 H 1.28117 1.49367 -3.74456
58 H 2.37055 1.21242 -2.37197
59 H -3.29603 -1.32328 -2.98433
60 H -3.96674 -3.03868 -5.40982
61 H -5.01003 -2.76664 -4.00593
62 H -3.49041 -3.63373 -3.81094
63 H -4.12558 -0.43710 -5.77448
64 H -3.51990 0.63135 -4.50044
65 H -5.03596 -0.25427 -4.27008
66 N -7.22821 -4.87022 -1.25866
67 C -6.15447 -4.46512 -1.10463
68 C -4.85062 -3.96712 -0.91738
69 C -4.60363 -2.58285 -0.79967
70 C -3.35695 -2.07391 -0.64277
71 C -2.09838 -2.91748 -0.56902
72 C -2.46433 -4.38127 -0.68089
73 C -3.72769 -4.83295 -0.84901
74 H -5.44693 -1.89993 -0.81720
75 H -3.21874 -1.00332 -0.51207
76 H -1.63383 -5.07842 -0.61008
77 H -3.90271 -5.90051 -0.92055
78 C 6.30375 4.39118 1.95380
79 C 6.61841 2.89599 1.98068
80 C 5.43914 1.99209 1.61915
81 C 4.95578 2.12531 0.17007
82 N 3.99140 3.20277 -0.02691
83 C 2.66326 3.07888 0.11712
84 S 1.93940 1.60418 0.50940
85 N 1.91459 4.17440 -0.06135
86 C 2.41388 5.52263 -0.27019
87 C 2.90729 6.19683 1.01230
88 C 3.61172 7.51985 0.72606
89 C 4.12022 8.18743 2.00029
90 H 7.14592 4.96487 2.34089
91 H 5.43258 4.61380 2.57416
92 H 6.11344 4.74826 0.93785
93 H 6.95675 2.62806 2.98380
94 H 7.44905 2.68845 1.30007
95 H 4.59385 2.19301 2.28330
96 H 5.73380 0.95358 1.78485
97 H 4.47439 1.20206 -0.13944
98 H 5.80113 2.31187 -0.49565
99 H 4.36977 4.13551 -0.05337
100 H 0.92955 4.04700 0.10797
101 H 1.60242 6.10621 -0.70264
102 H 3.21555 5.50010 -1.01481
103 H 3.59266 5.52715 1.54095
104 H 2.05675 6.36892 1.67654
105 H 2.92163 8.19284 0.20977
106 H 4.45300 7.34278 0.04865
107 H 3.29545 8.40001 2.68211
108 H 4.62176 9.12763 1.77180
109 H 4.83133 7.54116 2.51829